1.
Formula: C4H10N2
Source: OMol25
Level of theory: the ωB97M-V functional and the def2-TZVPD basis

```
16
Properties=species:S:1:pos:R:3:nbo_charge:R:1
C 0.425 -0.783 1.071 -0.274
C -0.354 -0.052 0.058 0.077
C -1.523 -0.756 -0.699 -0.601
C -0.767 1.336 0.345 -0.633
N 0.965 -0.443 -0.305 -0.306
N 2.227 0.314 -0.528 -0.655
H 0.978 -0.260 1.926 0.199
H 0.378 -1.829 1.111 0.201
H -1.634 -0.258 -1.703 0.214
H -2.340 -0.759 -0.011 0.212
H -1.183 -1.721 -0.995 0.216
H -0.055 2.044 0.808 0.223
H -1.584 1.364 0.990 0.215
H -0.891 1.930 -0.611 0.213
H 2.485 0.134 -1.473 0.351
H 2.874 -0.261 0.015 0.346
```

The calculation puts the HOMO energy at -0.2948 hartree. The value obtained for the HOMO-LUMO gap is 9.172 eV. As for the energy above the lowest of the compared OMol25 structures with the same formula, charge and spin: 75.42 kcal per mole. As for the electronic energy: -267.80514 a.u. As for the SMILES: CC1(C)CN1N. The calculation puts the max |F| at 3.9 eV/A.

---

2.
Formula: C4H10N2
Source: OMol25
Level of theory: the ωB97M-V functional and the def2-TZVPD basis

```
16
Properties=species:S:1:pos:R:3:nbo_charge:R:1
C 0.240 0.675 -1.567 -0.233
C 0.899 0.119 -0.305 -0.463
C -0.002 -0.247 0.938 0.220
C -0.701 -1.399 0.938 -0.516
N 0.320 0.636 2.080 -0.844
N -1.169 0.348 -1.766 -0.839
H 0.241 1.786 -1.324 0.177
H 0.824 0.719 -2.489 0.205
H 1.755 0.776 0.050 0.209
H 1.259 -0.959 -0.460 0.209
H -1.211 -1.809 1.755 0.199
H -0.731 -2.025 0.071 0.199
H 1.275 0.891 2.235 0.376
H -0.103 0.367 2.932 0.367
H -1.198 -0.633 -2.009 0.361
H -1.696 0.756 -1.079 0.372
```

The calculation puts the HOMO energy at -0.3104 hartree. The value obtained for the HOMO-LUMO gap is 9.429 eV. As for the energy above the lowest of the compared OMol25 structures with the same formula, charge and spin: 45.57 kcal per mole. As for the electronic energy: -267.85271 a.u. As for the SMILES: C=C(N)CCN. The calculation puts the max |F| at 4.7 eV/A.

---

3.
Formula: C4H10N2
Source: OMol25
Level of theory: the ωB97M-V functional and the def2-TZVPD basis

```
16
Properties=species:S:1:pos:R:3:nbo_charge:R:1
C -0.571 0.200 -0.089 0.024
C 0.867 0.538 -0.429 -0.412
C -0.980 -1.271 -0.170 -0.618
C 1.862 0.123 0.654 -0.610
N -1.548 1.060 -0.806 -0.424
N -1.498 1.576 0.474 -0.311
H -2.412 0.513 -0.956 0.305
H -0.880 0.440 1.081 0.302
H 0.918 1.613 -0.597 0.238
H 1.110 0.055 -1.381 0.209
H -2.001 -1.415 0.189 0.226
H -0.913 -1.616 -1.204 0.222
H -0.316 -1.880 0.443 0.221
H 2.876 0.406 0.370 0.219
H 1.631 0.617 1.600 0.210
H 1.857 -0.957 0.821 0.199
```

The calculation puts the HOMO energy at -0.2902 hartree. The value obtained for the HOMO-LUMO gap is 8.778 eV. As for the energy above the lowest of the compared OMol25 structures with the same formula, charge and spin: 114.20 kcal per mole. As for the electronic energy: -267.74334 a.u. The calculation puts the max |F| at 0.8 eV/A.

---

4.
Formula: C4H10N2
Source: OMol25
Level of theory: the ωB97M-V functional and the def2-TZVPD basis

```
16
Properties=species:S:1:pos:R:3:nbo_charge:R:1
C -0.336 -0.338 -1.651 -0.211
C 0.304 0.696 -0.723 -0.412
C 0.662 0.238 0.677 -0.278
C -0.753 0.884 2.496 -0.054
N -0.539 0.159 1.489 -0.384
N 0.402 -1.572 -1.881 -0.853
H -0.487 0.162 -2.614 0.178
H -1.357 -0.573 -1.334 0.181
H 1.136 1.082 -1.323 0.205
H -0.350 1.566 -0.621 0.219
H 1.544 0.853 0.927 0.179
H 1.025 -0.781 0.891 0.206
H -1.786 0.892 2.860 0.158
H -0.053 1.157 3.297 0.148
H 1.184 -1.644 -1.244 0.353
H 0.704 -1.754 -2.824 0.365
```

The calculation puts the HOMO energy at -0.3255 hartree. The value obtained for the HOMO-LUMO gap is 10.011 eV. As for the energy above the lowest of the compared OMol25 structures with the same formula, charge and spin: 50.23 kcal per mole. As for the electronic energy: -267.84529 a.u. As for the SMILES: C=NCCCN. The calculation puts the max |F| at 2.7 eV/A.